(1)
ORCA calculation (wB97M-V/def2-TZVPD) on an isolated molecule of C18H22FN5O in a non-equilibrium geometry.

Results
F_max (hartree/bohr): 0.1039
HOMO-LUMO gap (eV): 8.9
ΔE to the lowest compared entry with this formula, charge and spin (kcal/mol): 70.7
Structure (SMILES): Cc1cnn(-c2ccncc2N2CCC(C(=O)N3CC(F)C3)CC2)c1
Electronic energy (hartree): -1147.8553
Spin multiplicity: 1

Last column: natural (NBO) charge in e.
Element x y z (Å)
C  -2.706  2.273  -0.300  -0.643
C  -2.897  1.544  0.991  -0.134
C  -2.717  1.973  2.365  -0.036
N  -2.887  0.901  3.220  -0.286
N  -2.960  -0.237  2.344  -0.216
C  -2.861  -1.578  2.805  0.140
C  -3.797  -1.959  3.742  -0.223
C  -3.980  -3.359  4.061  0.028
N  -3.061  -4.236  3.613  -0.400
C  -2.076  -3.865  2.859  -0.017
C  -1.857  -2.595  2.379  0.163
N  -0.785  -2.148  1.626  -0.483
C  -0.344  -2.880  0.390  -0.229
C  -0.172  -1.945  -0.710  -0.385
C  0.987  -0.834  -0.265  -0.300
C  1.199  0.191  -1.389  0.700
O  0.298  0.598  -2.094  -0.613
N  2.387  0.842  -1.466  -0.445
C  2.719  1.854  -2.378  -0.243
C  3.800  2.307  -1.395  0.207
F  3.635  3.603  -0.847  -0.358
C  3.485  1.097  -0.499  -0.251
C  0.527  -0.211  1.061  -0.402
C  0.163  -1.179  2.211  -0.197
C  -2.988  0.173  1.098  -0.008
H  -1.676  2.197  -0.696  0.235
H  -3.416  1.953  -1.059  0.222
H  -3.033  3.325  -0.170  0.218
H  -2.576  3.001  2.676  0.216
H  -4.293  -1.224  4.357  0.233
H  -4.638  -3.620  4.809  0.192
H  -1.432  -4.639  2.662  0.191
H  -1.044  -3.668  0.024  0.221
H  0.562  -3.512  0.554  0.183
H  -1.098  -1.415  -0.955  0.228
H  0.135  -2.518  -1.658  0.219
H  2.018  -1.256  -0.073  0.204
H  3.291  1.724  -3.329  0.208
H  1.936  2.717  -2.551  0.227
H  4.852  2.228  -1.814  0.161
H  3.225  1.470  0.530  0.214
H  4.199  0.264  -0.391  0.210
H  -0.382  0.356  0.892  0.224
H  1.310  0.503  1.399  0.203
H  -0.386  -0.688  3.022  0.229
H  1.085  -1.637  2.624  0.176
H  -3.136  -0.360  0.211  0.220


(2)
ORCA calculation (wB97M-V/def2-TZVPD) on a structure of composition C18H22MnN7O9 in a non-equilibrium geometry.

Results
F_max (hartree/bohr): 0.0927
HOMO-LUMO gap (spin up / spin down) (eV): 3.2 / 5.0
Charge: -1
ΔE to the lowest compared entry with this formula, charge and spin (kcal/mol): 0.0
Electronic energy (hartree): -2910.4724
Spin multiplicity: 6

Last column: Mulliken spin population.
Element x y z (Å)
Mn  -0.546  -1.879  -0.861  4.583
N  -0.273  -1.818  1.202  0.012
C  1.083  -2.303  1.683  -0.052
C  1.531  -1.630  3.018  0.001
C  1.169  -0.138  3.294  0.030
C  1.858  0.999  2.469  -0.002
N  3.234  0.723  2.082  0.000
C  4.299  0.696  2.907  0.001
N  5.400  0.054  2.450  -0.001
N  4.290  1.458  4.024  0.000
C  2.131  -2.247  0.530  0.071
O  3.317  -2.177  0.814  -0.006
O  1.608  -2.219  -0.661  0.031
H  -0.543  -0.902  1.639  0.002
H  -0.990  -2.496  1.549  0.005
H  1.002  -3.376  1.868  0.043
H  2.624  -1.781  3.039  0.013
H  1.192  -2.271  3.849  -0.022
H  1.365  0.037  4.388  0.005
H  0.076  -0.019  3.228  -0.015
H  1.865  1.954  3.036  -0.001
H  1.297  1.241  1.544  0.001
H  3.306  0.043  1.345  0.000
H  5.262  -0.683  1.716  0.000
H  6.211  -0.039  3.069  0.000
H  3.504  2.072  4.249  0.000
H  5.055  1.533  4.667  0.000
O  -0.146  -1.067  -4.929  0.007
C  -0.364  -0.796  -3.785  0.035
O  -0.602  -1.655  -2.858  0.101
C  -0.376  0.694  -3.374  0.011
C  -0.293  1.721  -4.338  -0.002
C  -0.353  3.027  -3.927  0.002
C  -0.425  3.524  -2.647  0.000
C  -0.460  2.485  -1.730  0.004
C  -0.472  1.050  -1.972  -0.008
O  -0.598  0.249  -0.971  0.073
N  -0.601  2.856  -0.304  -0.002
O  0.431  3.134  0.343  0.000
O  -1.730  2.760  0.164  0.001
N  -0.580  3.928  -4.989  0.000
O  -0.630  5.128  -4.623  0.002
O  -0.745  3.424  -6.143  0.002
H  -0.219  1.451  -5.410  0.001
H  -0.432  4.587  -2.354  -0.001
C  -5.785  -1.490  -0.784  -0.001
C  -5.003  -0.411  -0.421  0.004
C  -3.630  -0.589  -0.418  0.011
N  -3.044  -1.788  -0.599  -0.014
C  -3.830  -2.839  -0.876  0.007
C  -5.221  -2.754  -1.041  0.002
H  -6.867  -1.380  -0.859  -0.001
H  -5.378  0.599  -0.279  -0.001
H  -3.000  0.300  -0.227  0.008
H  -3.273  -3.760  -1.015  0.028
H  -5.836  -3.621  -1.267  0.000
H  -0.865  -3.602  -0.504  0.028


(3)
ORCA calculation (wB97M-V/def2-TZVPD) on an isolated molecule of C18H22N2O2S in a non-equilibrium geometry.

Results
F_max (hartree/bohr): 0.0198
HOMO-LUMO gap (eV): 8.9
ΔE to the lowest compared entry with this formula, charge and spin (kcal/mol): 16.2
Structure (SMILES): CCCCCCSC1=C(C#N)[C@@H](c2ccc(O)cc2)CC(=O)N1
Electronic energy (hartree): -1357.3034
Spin multiplicity: 1

Last column: natural (NBO) charge in e.
Element x y z (Å)
C  -4.573  -1.605  1.020  -0.607
C  -3.786  -0.574  0.220  -0.393
C  -2.529  -1.150  -0.431  -0.390
C  -1.488  -1.621  0.582  -0.400
C  -0.167  -1.957  -0.109  -0.407
C  0.857  -2.485  0.879  -0.493
S  2.517  -2.708  0.124  0.238
C  2.907  -0.977  -0.011  0.118
C  2.681  -0.257  -1.124  -0.233
C  2.211  -0.834  -2.313  0.287
N  1.831  -1.255  -3.311  -0.315
C  2.788  1.257  -1.061  -0.238
C  1.394  1.731  -0.699  -0.068
C  1.002  1.974  0.612  -0.149
C  -0.306  2.302  0.911  -0.284
C  -1.256  2.390  -0.101  0.311
O  -2.532  2.704  0.238  -0.663
C  -0.871  2.154  -1.416  -0.292
C  0.439  1.827  -1.706  -0.179
C  3.884  1.657  -0.076  -0.508
C  3.863  0.893  1.230  0.692
O  4.267  1.327  2.282  -0.572
N  3.388  -0.393  1.138  -0.644
H  -4.817  -2.464  0.399  0.200
H  -5.502  -1.170  1.384  0.210
H  -4.004  -1.950  1.879  0.201
H  -3.507  0.256  0.872  0.203
H  -4.431  -0.175  -0.568  0.193
H  -2.805  -1.985  -1.079  0.196
H  -2.073  -0.382  -1.061  0.203
H  -1.854  -2.502  1.111  0.196
H  -1.316  -0.829  1.315  0.198
H  -0.330  -2.699  -0.893  0.212
H  0.213  -1.051  -0.588  0.209
H  0.969  -1.814  1.732  0.210
H  0.589  -3.477  1.239  0.229
H  3.042  1.644  -2.053  0.239
H  1.715  1.920  1.419  0.208
H  -0.611  2.494  1.927  0.228
H  -3.089  2.724  -0.551  0.483
H  -1.599  2.225  -2.213  0.214
H  0.721  1.631  -2.730  0.224
H  3.837  2.724  0.145  0.253
H  4.862  1.454  -0.526  0.250
H  3.468  -0.974  1.964  0.429


(4)
ORCA calculation (wB97M-V/def2-TZVPD) on an isolated molecule of C18H22N2O3S in a non-equilibrium geometry.

Results
F_max (hartree/bohr): 0.0196
HOMO-LUMO gap (eV): 9.3
ΔE to the lowest compared entry with this formula, charge and spin (kcal/mol): 28.6
Structure (SMILES): CCCNC(=O)c1ccc(N(Cc2ccccc2)S(C)(=O)=O)cc1
Electronic energy (hartree): -1432.5386
Spin multiplicity: 1

Last column: natural (NBO) charge in e.
Element x y z (Å)
C  -6.446  -1.187  -1.169  -0.611
C  -6.314  0.242  -0.654  -0.401
C  -5.513  0.327  0.649  -0.225
N  -4.131  -0.054  0.479  -0.615
C  -3.128  0.856  0.439  0.667
O  -3.309  2.047  0.612  -0.626
C  -1.775  0.287  0.175  -0.169
C  -1.388  -0.994  0.557  -0.163
C  -0.111  -1.455  0.305  -0.304
C  0.826  -0.650  -0.348  0.254
N  2.108  -1.124  -0.604  -0.697
C  3.050  -0.355  -1.385  -0.257
C  3.753  0.760  -0.646  -0.053
C  4.861  1.350  -1.245  -0.202
C  5.542  2.375  -0.616  -0.199
C  5.126  2.826  0.626  -0.215
C  4.026  2.246  1.229  -0.220
C  3.341  1.220  0.597  -0.176
S  2.740  -2.479  0.169  2.321
C  2.827  -1.997  1.912  -0.870
O  1.845  -3.589  0.047  -0.934
O  4.073  -2.654  -0.318  -0.936
C  0.438  0.641  -0.723  -0.292
C  -0.836  1.095  -0.457  -0.135
H  -7.084  -1.212  -2.049  0.216
H  -6.888  -1.828  -0.409  0.200
H  -5.477  -1.596  -1.447  0.196
H  -5.826  0.863  -1.408  0.206
H  -7.307  0.654  -0.470  0.205
H  -5.969  -0.316  1.409  0.186
H  -5.504  1.358  1.010  0.239
H  -3.943  -1.007  0.216  0.393
H  -2.074  -1.642  1.084  0.212
H  0.154  -2.459  0.587  0.250
H  2.542  0.039  -2.272  0.220
H  3.803  -1.069  -1.726  0.263
H  5.189  0.997  -2.211  0.211
H  6.400  2.823  -1.095  0.215
H  5.658  3.626  1.120  0.216
H  3.690  2.593  2.195  0.215
H  2.475  0.790  1.077  0.203
H  3.064  -2.889  2.478  0.255
H  3.615  -1.262  2.007  0.251
H  1.867  -1.598  2.216  0.245
H  1.135  1.306  -1.206  0.225
H  -1.124  2.098  -0.734  0.238


(5)
ORCA calculation (wB97M-V/def2-TZVPD) on an isolated molecule of C18H22N4O4S in a non-equilibrium geometry.

Results
F_max (hartree/bohr): 0.0227
HOMO-LUMO gap (eV): 8.2
ΔE to the lowest compared entry with this formula, charge and spin (kcal/mol): 48.0
Structure (SMILES): Cc1nnc(SCC(=O)Nc2ccc3c(c2)OCCO3)n1C[C@@H]1CCCO1
Electronic energy (hartree): -1617.2882
Spin multiplicity: 1

Last column: natural (NBO) charge in e.
Element x y z (Å)
C  -1.887  0.964  4.248  -0.659
C  -1.937  1.081  2.775  0.339
N  -1.442  2.060  2.078  -0.279
N  -1.711  1.835  0.779  -0.375
C  -2.371  0.709  0.698  0.190
S  -2.996  -0.012  -0.755  0.275
C  -2.594  1.288  -1.968  -0.602
C  -1.150  1.168  -2.463  0.663
O  -0.897  0.662  -3.534  -0.611
N  -0.266  1.680  -1.581  -0.629
C  1.129  1.694  -1.652  0.149
C  1.819  2.193  -0.545  -0.245
C  3.197  2.213  -0.540  -0.227
C  3.914  1.749  -1.636  0.183
C  3.224  1.285  -2.759  0.301
C  1.836  1.248  -2.760  -0.304
O  3.878  0.857  -3.886  -0.495
C  5.235  1.235  -3.922  -0.097
C  5.892  0.967  -2.568  -0.095
O  5.288  1.758  -1.571  -0.488
N  -2.550  0.175  1.942  -0.373
C  -3.170  -1.074  2.280  -0.231
C  -2.135  -2.199  2.484  0.095
C  -1.409  -2.601  1.188  -0.445
C  -1.423  -4.129  1.248  -0.424
C  -2.723  -4.381  2.006  -0.066
O  -2.789  -3.354  2.980  -0.527
H  -2.892  0.867  4.656  0.226
H  -1.307  0.095  4.552  0.226
H  -1.422  1.860  4.647  0.255
H  -3.273  1.112  -2.801  0.258
H  -2.793  2.247  -1.494  0.253
H  -0.652  2.027  -0.695  0.443
H  1.267  2.552  0.310  0.221
H  3.746  2.582  0.311  0.226
H  1.326  0.873  -3.630  0.264
H  5.700  0.646  -4.714  0.200
H  5.322  2.304  -4.158  0.178
H  6.950  1.234  -2.580  0.199
H  5.783  -0.099  -2.321  0.176
H  -3.739  -0.956  3.207  0.224
H  -3.858  -1.349  1.476  0.221
H  -1.418  -1.878  3.253  0.176
H  -0.404  -2.188  1.137  0.231
H  -1.972  -2.258  0.320  0.214
H  -1.414  -4.590  0.264  0.222
H  -0.576  -4.498  1.826  0.207
H  -2.752  -5.334  2.534  0.196
H  -3.586  -4.317  1.329  0.160